Entry P
23
Properties=species:S:1:pos:R:3:lowdin_charge:R:1 method="wB97M-V/def2-TZVPD" lumo_energy_ev=0.062
C -1.41 0.22 -0.42 -0.43
C -0.06 2.34 0.42 -0.21
C 1.18 2.02 1.25 -0.22
C 0.89 -0.21 -0.30 0.00
C -0.45 -0.98 -0.66 -0.50
C -0.61 -1.34 -2.11 -0.04
C -0.69 -2.19 0.15 -0.07
N -0.39 1.14 -0.31 0.03
O -2.62 0.36 -0.35 0.10
O 0.06 -0.18 2.14 -0.28
O 2.50 -0.13 1.91 -0.30
S 1.22 0.25 1.41 0.65
H -0.88 2.50 1.23 0.16
H 0.08 3.27 -0.15 0.12
H 2.04 2.35 0.68 0.10
H 1.07 2.48 2.31 0.15
H 1.57 0.09 -1.04 0.10
H 0.06 -2.23 -2.35 0.12
H -0.17 -0.49 -2.74 0.12
H -1.62 -1.39 -2.31 0.06
H -1.26 -3.05 -0.35 0.11
H -0.86 -2.12 1.30 0.11
H 0.33 -2.72 0.29 0.11

Entry Q
23
Properties=species:S:1:pos:R:3:lowdin_charge:R:1 method="wB97M-V/def2-TZVPD" lumo_energy_ev="0.638 / 0.638"
C -2.82 -0.94 0.35 -0.39
C -4.23 1.04 0.32 -0.50
C -2.31 0.16 0.95 -0.25
C 0.70 -2.54 0.04 -0.14
C 2.89 0.56 1.03 -0.08
C 0.00 0.95 -1.73 -0.04
C 1.11 -0.31 -0.20 -0.41
N -3.12 1.28 0.94 -0.02
O 0.44 -1.38 -0.58 -0.04
O 1.96 -0.43 0.85 -0.02
O 1.14 0.84 -0.90 -0.04
S -4.39 -0.58 -0.26 0.98
H -2.51 -1.92 0.29 0.03
H -5.10 1.78 0.18 0.10
H -0.24 -3.09 0.46 0.04
H -1.46 0.34 1.45 0.06
H 1.49 -2.63 0.83 0.03
H 2.29 1.59 1.31 0.16
H 3.70 0.80 0.20 0.14
H 3.34 0.36 1.89 0.03
H 0.03 1.95 -2.12 0.08
H -0.99 0.58 -1.17 0.13
H 0.40 0.36 -2.67 0.14

Tell me which of them is the least stable. Sure, it is entry Q.

Entry P
7
Properties=species:S:1:pos:R:3:lowdin_charge:R:1 method="wB97M-V/def2-TZVPD" smiles="O=CCBr" lumo_energy_ev=0.559
C -0.46 -0.44 -0.67 -0.33
C 0.17 0.35 0.48 -0.58
O -1.63 -0.70 -0.54 0.03
Br 1.97 1.02 0.17 0.60
H -0.47 1.14 0.74 0.04
H 0.21 -0.29 1.36 0.06
H 0.20 -1.08 -1.54 0.17

Entry Q
7
Properties=species:S:1:pos:R:3:lowdin_charge:R:1 method="wB97M-V/def2-TZVPD" lumo_energy_ev="0.088 / 0.601"
C -1.14 1.02 0.18 -0.07
C 0.73 -1.02 -0.27 -0.53
O -2.27 0.86 -0.12 0.05
Br 2.15 0.16 0.07 0.55
H -0.36 1.67 0.63 0.05
H 0.21 -1.12 0.69 -0.03
H 0.67 -1.57 -1.18 -0.02

Tell me which of them is the least stable. Sure, it is entry Q.